Computed, not measured: a 14-piece molecular cluster, C36H107N7O18 overall at a distorted geometry, with the ωB97M-V functional and the def2-TZVPD basis.

Last column: Löwdin charge in e.
Cartesian coordinates (Å):
O 3.2324 6.6969 -2.7835  -0.187
O 9.1672 2.2602 -14.2489  -0.051
O 13.2766 0.0572 -15.9331  -0.210
O 2.9715 9.7633 -12.9908  -0.057
O 16.2731 0.4428 -9.3988  -0.068
O 1.6255 7.1606 -13.6267  -0.076
O -0.4590 1.4268 -7.7611  -0.069
O 11.7579 6.5316 -1.4111  -0.070
O -3.0574 0.7547 -5.5710  -0.068
O 9.3302 -6.0643 -10.9392  -0.217
O 13.3271 7.3072 -17.1834  -0.169
O 4.8031 3.1647 -15.5006  -0.054
O 10.7726 1.5486 -2.0997  -0.055
O 15.6791 5.7043 -5.6451  -0.196
O 15.0276 -1.5991 -7.4258  -0.093
O 10.7792 9.4859 -1.7975  -0.094
O 8.3845 1.8739 -9.9131  -0.196
O 3.1115 -3.8232 -3.7898  -0.200
N 17.0314 5.6082 -2.8424  0.034
N 0.3036 -3.8546 -4.1222  0.012
N 11.1778 2.4401 -7.5601  0.017
N 13.4765 9.3696 -15.0478  0.011
N 2.5118 6.0818 0.6653  0.023
N 13.7913 -2.7489 -18.3116  0.032
N 10.0946 -8.6546 -9.8449  0.035
C 8.7677 -5.2269 -12.0101  -0.089
C 10.4373 7.0300 -1.5216  -0.259
C 13.9858 -1.4750 -17.6587  -0.471
C 11.1752 9.0888 -14.6858  -0.069
C 12.3922 8.3973 -15.3315  -0.404
C 1.6958 9.3702 -12.5393  -0.276
C 14.5130 0.7534 -15.8657  -0.099
C 2.3405 5.9707 -0.7828  -0.434
C 0.9573 6.5462 -1.1408  -0.048
C 2.3304 -5.0168 -3.8558  -0.206
C 9.3116 1.5283 -8.9045  -0.191
C 15.1162 6.9509 -5.6354  -0.153
C -1.6106 2.0060 -7.1748  -0.264
C 16.2781 -1.7428 -8.1304  -0.208
C 10.2595 8.4091 -0.9381  -0.198
C 13.4289 -0.4909 -18.6590  -0.077
C 12.4955 -8.1110 -10.3074  -0.082
C 3.5112 6.7134 -1.4329  -0.233
C 16.2940 -0.9654 -9.4867  -0.236
C 3.6982 5.5880 -3.4699  -0.120
C 10.6114 -6.6815 -11.3056  -0.159
C 17.4259 4.8415 -4.0008  -0.434
C 12.3668 8.2386 -16.8505  -0.244
C 13.3025 -1.3114 -16.3151  -0.192
C 0.0477 -5.9828 -2.9933  -0.059
C -2.9098 1.2613 -6.9447  -0.219
C 17.0842 5.5274 -5.3806  -0.143
C 10.0978 2.7747 -8.4535  -0.463
C 4.3239 -3.8330 -4.5783  -0.091
C 10.7308 3.6145 -9.5556  -0.062
C 7.1713 2.5160 -9.4790  -0.090
C 13.4036 7.0986 -18.5528  -0.127
C 1.4151 7.9129 -12.3926  -0.228
C 0.9349 -4.7123 -3.1559  -0.407
C 17.0193 3.3719 -3.8214  -0.068
C 11.0875 -7.6074 -10.1172  -0.432
H 4.9431 -4.7298 -4.5567  0.081
H 14.9438 0.6888 -16.8649  0.071
H 17.3027 5.0503 -2.0454  0.061
H 12.7704 -8.9851 -9.7172  0.074
H 4.1353 2.4790 -15.5098  0.027
H 0.6349 -6.6744 -2.3892  0.066
H 14.6586 -0.7243 -7.5678  0.063
H -0.0872 -6.4424 -3.9724  0.073
H 9.2265 -8.1527 -9.7244  0.060
H 14.2716 -3.4548 -17.7720  0.072
H 1.0016 -3.1305 -4.2147  0.061
H 12.5598 6.4759 -18.8500  0.087
H 10.3155 -9.1824 -9.0126  0.068
H 15.9501 3.1633 -3.8575  0.074
H 18.5156 4.8400 -4.0285  0.126
H 10.2413 7.0014 -2.5934  0.120
H 10.7231 2.1507 -6.7060  0.069
H 8.9426 1.0090 -8.0200  0.122
H 15.2618 0.2823 -15.2289  0.084
H 12.8000 -2.9288 -18.3818  0.072
H 0.1730 6.0625 -0.5585  0.077
H 1.3786 9.8417 -11.6092  0.123
H 4.6035 5.8211 -4.0305  0.084
H 17.5946 4.9501 -6.1515  0.117
H 11.2635 9.0658 -13.5997  0.070
H 16.3258 -2.8272 -8.2294  0.114
H 9.9501 4.2496 -9.9744  0.074
H 10.2102 8.6411 -14.9234  0.072
H 14.3569 1.7429 -15.4361  0.095
H 16.0219 5.6094 -2.8092  0.071
H 2.8897 -5.8190 -3.3745  0.114
H 11.2217 0.7598 -1.7958  0.029
H 9.8417 6.3333 -0.9317  0.116
H 3.2938 5.5182 0.9669  0.064
H 11.2294 10.1419 -14.9618  0.077
H -0.6784 1.0128 -8.5989  0.081
H 4.7951 -2.8863 -4.3139  0.090
H 3.3241 9.4450 -13.8250  0.090
H 14.2939 6.4999 -18.7453  0.089
H 0.4006 7.6999 -12.0556  0.118
H 13.5636 9.5975 -14.0677  0.063
H 2.9129 7.0068 0.7255  0.055
H 7.8558 -4.9217 -11.4968  0.083
H 12.4271 9.2061 -17.3490  0.133
H 1.0165 9.8234 -13.2613  0.116
H 14.0542 6.9930 -5.8772  0.091
H 15.3704 7.5347 -4.7507  0.084
H -1.8879 2.6937 -7.9738  0.108
H 17.2378 -1.2220 -9.9678  0.117
H 4.4569 6.2433 -1.1631  0.126
H 15.6777 7.5536 -6.3493  0.079
H 7.1930 3.5346 -9.0918  0.083
H 2.1211 -5.4281 -4.8433  0.117
H 13.7430 -1.8731 -15.4914  0.121
H 12.6461 -8.3518 -11.3598  0.073
H 17.5221 6.5256 -5.3887  0.115
H 0.8052 6.4730 -2.2176  0.070
H 11.1764 -7.0320 -9.1957  0.123
H 13.3485 0.5505 -18.3475  0.070
H 11.6450 5.5857 -1.5297  0.078
H 10.4302 -7.2787 -12.1993  0.113
H 11.2750 -5.9255 -11.7254  0.117
H 15.4161 -1.2268 -10.0776  0.117
H 4.1361 -3.8684 -5.6514  0.077
H 9.2055 8.6268 -0.7657  0.111
H 14.0112 -0.4231 -19.5779  0.086
H 11.7128 3.2646 -7.3274  0.068
H 0.3458 -4.3456 -5.0038  0.064
H 12.3726 -0.6289 -18.8899  0.086
H 9.0502 2.2201 -13.2997  0.021
H 0.8256 7.6162 -0.9799  0.078
H 8.5906 -5.7471 -12.9514  0.081
H 2.1279 7.5357 -11.6592  0.117
H 14.3512 8.9069 -15.2498  0.064
H 10.0253 0.8827 -9.4163  0.127
H 9.2886 -4.3066 -12.2741  0.076
H -3.7160 1.9353 -7.2344  0.114
H 3.4684 7.7554 -1.1160  0.130
H 11.3855 7.8200 -17.0738  0.122
H 3.9735 4.7362 -2.8481  0.086
H 10.2744 9.6695 -2.5931  0.070
H 13.4359 7.9671 -19.2107  0.090
H 13.3115 -7.4252 -10.0795  0.076
H 17.0348 -1.4085 -7.4207  0.111
H 2.3334 6.5528 -13.4010  0.074
H 2.4495 4.9048 -0.9831  0.135
H 17.3332 3.0879 -2.8169  0.069
H 10.8330 8.6064 -0.0324  0.124
H 15.0676 -1.3606 -17.5899  0.136
H 6.6533 1.7774 -8.8672  0.088
H 17.4582 2.7757 -4.6213  0.073
H 9.9545 1.7421 -14.4158  0.028
H 12.2788 -1.6764 -16.3979  0.125
H 9.4945 3.4679 -7.8673  0.126
H 1.0332 -4.1785 -2.2107  0.137
H 11.1985 3.0338 -10.3506  0.079
H 2.9267 5.2936 -4.1813  0.094
H 11.5526 4.2869 -9.3097  0.073
H 12.6362 7.4622 -14.8275  0.134
H -3.0091 0.5236 -7.7410  0.112
H 6.5518 2.6940 -10.3580  0.081
H -1.3683 2.5561 -6.2656  0.128
H 15.5084 0.8247 -8.9617  0.079
H -0.8869 -5.8744 -2.4430  0.074
H 5.6209 2.7009 -15.3209  0.026
H 9.9103 1.5083 -1.6860  0.026
H -2.4260 0.0355 -5.4958  0.078

## Properties
Frontier orbital gap in eV: 9.152
M in g mol⁻¹: 926.28
2S+1: 1
LUMO in eV: -0.02
Calculated total energy in hartree: -3172.98124
Energy relative to the best compared isomer or geometry (same formula, charge and spin) in kcal/mol: 139.6